{
  "formula": "C60H156N18O18P6S6",
  "method": "wB97M-V/def2-TZVPD",
  "homo_ha": -0.2949,
  "e_lumo_ev": 0.098,
  "e_tot_ha": -9156.863338,
  "smiles": "CN(C)P(=O)(N(C)C)N(C)C.CN(C)P(=O)(N(C)C)N(C)C.CN(C)P(=O)(N(C)C)N(C)C.CN(C)P(=O)(N(C)C)N(C)C.CN(C)P(=O)(N(C)C)N(C)C.CN(C)P(=O)(N(C)C)N(C)C.O=S1(=O)CCCC1.O=S1(=O)CCCC1.O=S1(=O)CCCC1.O=S1(=O)CCCC1.O=S1(=O)CCCC1.O=S1(=O)CCCC1",
  "mol_weight_g_mol": 1796.26,
  "elements": ["C", "C", "C", "S", "O", "O", "C", "H", "H", "H", "H", "H", "H", "H", "H", "C", "C", "C", "S", "O", "O", "C", "H", "H", "H", "H", "H", "H", "H", "H", "C", "C", "C", "S", "O", "O", "C", "H", "H", "H", "H", "H", "H", "H", "H", "C", "C", "C", "S", "O", "O", "C", "H", "H", "H", "H", "H", "H", "H", "H", "C", "C", "C", "S", "O", "O", "C", "H", "H", "H", "H", "H", "H", "H", "H", "C", "C", "C", "S", "O", "O", "C", "H", "H", "H", "H", "H", "H", "H", "H", "O", "P", "N", "C", "C", "N", "C", "C", "N", "C", "C", "H", "H", "H", "H", "H", "H", "H", "H", "H", "H", "H", "H", "H", "H", "H", "H", "H", "H", "O", "P", "N", "C", "C", "N", "C", "C", "N", "C", "C", "H", "H", "H", "H", "H", "H", "H", "H", "H", "H", "H", "H", "H", "H", "H", "H", "H", "H", "O", "P", "N", "C", "C", "N", "C", "C", "N", "C", "C", "H", "H", "H", "H", "H", "H", "H", "H", "H", "H", "H", "H", "H", "H", "H", "H", "H", "H", "O", "P", "N", "C", "C", "N", "C", "C", "N", "C", "C", "H", "H", "H", "H", "H", "H", "H", "H", "H", "H", "H", "H", "H", "H", "H", "H", "H", "H", "O", "P", "N", "C", "C", "N", "C", "C", "N", "C", "C", "H", "H", "H", "H", "H", "H", "H", "H", "H", "H", "H", "H", "H", "H", "H", "H", "H", "H", "O", "P", "N", "C", "C", "N", "C", "C", "N", "C", "C", "H", "H", "H", "H", "H", "H", "H", "H", "H", "H", "H", "H", "H", "H", "H", "H", "H", "H"],
  "positions_angstrom": [[-1.6511, -2.5296, -6.7010], [-0.6424, -3.5618, -7.2624], [0.5673, -3.6686, -6.2672], [-0.1205, -3.7494, -4.6186], [0.6629, -2.9165, -3.7220], [-0.4751, -5.1419, -4.3305], [-1.6292, -2.7085, -5.1058], [-2.6378, -2.5055, -7.1636], [-1.2223, -1.5500, -6.9124], [-0.2887, -3.2576, -8.2475], [-1.1858, -4.5037, -7.3371], [1.0622, -2.7001, -6.1958], [1.2629, -4.5049, -6.3364], [-1.3929, -1.7398, -4.6655], [-2.4467, -3.1823, -4.5625], [0.0704, 1.4090, -5.3397], [-0.0652, 1.2981, -6.8473], [0.7149, 2.3547, -7.6005], [0.5629, 3.8768, -6.5860], [-0.7489, 4.5230, -6.8630], [1.8066, 4.6762, -6.7187], [0.4531, 2.8875, -4.9936], [0.8192, 0.6810, -5.0275], [-0.7704, 1.0717, -4.7335], [-1.1294, 1.4069, -7.0566], [0.1441, 0.2538, -7.0790], [0.4276, 2.5429, -8.6349], [1.7704, 2.0869, -7.5535], [-0.0899, 3.5488, -4.3184], [1.4754, 2.9738, -4.6253], [3.0621, 4.5057, 1.6527], [2.7644, 4.0794, 3.0743], [3.6356, 4.8484, 4.0097], [5.1233, 5.3839, 3.0846], [6.3409, 4.7735, 3.6201], [5.2451, 6.8550, 2.8714], [4.5645, 4.5803, 1.5151], [2.7106, 5.5189, 1.4579], [2.5739, 3.8927, 0.8951], [2.9386, 3.0230, 3.2791], [1.7228, 4.1904, 3.3756], [3.9104, 4.0958, 4.7488], [3.1182, 5.6570, 4.5260], [4.9840, 3.5744, 1.5327], [5.0027, 5.2155, 0.7453], [2.7228, -3.6880, 0.1367], [2.7903, -4.9470, -0.7033], [1.3286, -5.2946, -0.9198], [0.3261, -4.9102, 0.6501], [0.0900, -6.1595, 1.3940], [-0.7095, -3.9592, 0.3092], [1.7538, -4.0631, 1.3437], [2.3531, -2.8902, -0.5074], [3.6863, -3.2639, 0.4195], [3.3290, -5.7012, -0.1296], [3.3475, -4.7863, -1.6262], [1.1419, -6.2997, -1.2980], [0.9458, -4.5927, -1.6607], [2.2053, -4.7334, 2.0751], [1.5588, -3.1828, 1.9563], [-1.4563, 1.8838, 6.2590], [-0.0593, 1.5007, 5.7343], [1.0206, 2.1185, 6.7035], [0.1975, 2.1515, 8.3068], [0.1226, 3.5615, 8.7233], [0.7497, 1.0877, 9.1082], [-1.4642, 1.6659, 7.7894], [-2.2163, 1.3138, 5.7246], [-1.6274, 2.9432, 6.0681], [0.2288, 1.8211, 4.7331], [-0.1257, 0.4127, 5.7357], [1.2026, 3.1777, 6.5215], [1.9169, 1.5038, 6.7866], [-2.1394, 2.2635, 8.4017], [-1.7277, 0.6348, 8.0249], [-0.7826, 0.5172, 1.4467], [-0.4273, -0.7643, 0.6002], [-0.4406, -0.3880, -0.8835], [0.2197, 1.2838, -1.0063], [-0.4980, 1.8095, -2.1590], [1.6592, 1.2491, -0.9110], [-0.5469, 1.7365, 0.5977], [-0.2396, 0.4125, 2.3860], [-1.8141, 0.4868, 1.7976], [-1.0946, -1.5858, 0.8607], [0.5772, -1.1114, 0.8423], [-1.4085, -0.2262, -1.3579], [0.0505, -1.0390, -1.6067], [-1.5245, 2.1442, 0.3404], [0.0945, 2.4882, 1.0578], [-3.8284, 1.5876, 2.7517], [-5.1188, 1.2177, 2.1280], [-6.6197, 1.7338, 3.0146], [-6.5868, 3.0465, 3.6358], [-7.9296, 1.2348, 2.7396], [-5.2831, -0.3992, 1.8395], [-5.7186, -1.3905, 2.8993], [-4.3975, -0.9693, 0.8416], [-5.4803, 1.8857, 0.6338], [-4.7001, 3.0616, 0.1750], [-6.6333, 1.5173, -0.1294], [-6.8153, 3.7879, 2.8702], [-5.6575, 3.3373, 4.1256], [-7.3116, 3.0949, 4.4484], [-8.0443, 0.3962, 2.0528], [-8.5158, 2.0692, 2.3547], [-8.4003, 1.0371, 3.7027], [-4.8524, -1.5312, 3.5459], [-6.5626, -0.9706, 3.4465], [-5.9638, -2.3349, 2.4135], [-3.9825, -0.2119, 0.1767], [-3.5724, -1.4403, 1.3758], [-4.9860, -1.7187, 0.3122], [-5.4790, 3.8221, 0.1206], [-4.0057, 3.3978, 0.9450], [-4.3313, 2.9017, -0.8382], [-7.5508, 1.9015, 0.3164], [-6.7380, 0.4433, -0.2833], [-6.5447, 1.9332, -1.1330], [5.5556, -0.6409, -6.0414], [5.4884, -0.1246, -4.6365], [6.9956, -0.2314, -3.7805], [7.7492, -1.4748, -3.8956], [7.2403, 0.5403, -2.5751], [4.3911, -0.9521, -3.5602], [4.4010, -2.4359, -3.5310], [4.1329, -0.3924, -2.2434], [5.2047, 1.6072, -4.5480], [5.9688, 2.4256, -5.4476], [3.9084, 2.2341, -4.2982], [8.7304, -1.3010, -4.3373], [7.2840, -2.0891, -4.6665], [7.9553, -2.0719, -3.0072], [6.8519, 0.0204, -1.6993], [6.7690, 1.5224, -2.5375], [8.2994, 0.7961, -2.5426], [4.3622, -2.9175, -4.5080], [5.4369, -2.6619, -3.2781], [3.7413, -2.8004, -2.7435], [3.0908, -0.6495, -2.0534], [4.7307, -0.7436, -1.4024], [4.1087, 0.6959, -2.1861], [5.6812, 2.3852, -6.4982], [5.7337, 3.4579, -5.1885], [7.0263, 2.1614, -5.4469], [3.9642, 3.2300, -3.8587], [3.2569, 1.5450, -3.7607], [3.4829, 2.4534, -5.2775], [-5.3280, -4.4683, -4.7542], [-5.5714, -3.6221, -3.5664], [-4.9557, -4.2287, -2.0872], [-3.5572, -4.3199, -1.8861], [-5.8738, -4.9543, -1.2450], [-7.2582, -3.1449, -3.3704], [-7.7050, -1.9984, -2.5855], [-8.3596, -4.1050, -3.6557], [-4.7190, -2.0770, -3.6803], [-4.5735, -1.4717, -5.0327], [-4.4258, -1.1487, -2.6511], [-3.0088, -3.6206, -2.5171], [-3.1403, -5.2979, -2.1262], [-3.3100, -4.2862, -0.8250], [-6.9230, -4.6591, -1.2386], [-5.6247, -4.9366, -0.1840], [-5.8614, -5.9504, -1.6874], [-8.5655, -2.2978, -1.9873], [-6.8835, -1.7481, -1.9143], [-7.9403, -1.1062, -3.1657], [-8.2621, -4.9922, -3.0300], [-9.3426, -3.7253, -3.3772], [-8.3517, -4.2937, -4.7293], [-3.7390, -0.7710, -5.0068], [-4.2070, -2.2080, -5.7479], [-5.4927, -0.9751, -5.3435], [-5.3264, -0.5409, -2.5635], [-3.6049, -0.4632, -2.8614], [-4.2267, -1.6435, -1.7005], [4.1426, 1.1080, 4.6291], [5.0960, 0.1526, 3.9774], [6.6947, 0.5507, 4.4624], [7.8298, -0.3814, 4.3717], [7.0546, 1.8997, 4.9134], [5.0629, 0.4318, 2.2631], [6.3777, 0.5442, 1.4459], [3.8000, 0.2391, 1.5775], [4.8703, -1.5255, 4.2306], [3.7515, -2.0391, 5.0742], [5.3008, -2.3896, 3.2010], [8.5030, -0.0773, 5.1732], [8.2391, -0.3795, 3.3615], [7.4448, -1.3934, 4.4971], [7.5543, 2.0367, 5.8724], [6.1756, 2.5438, 4.9391], [7.6649, 2.3826, 4.1502], [6.2364, 1.1052, 0.5221], [7.1863, 1.1013, 1.9191], [6.5568, -0.5033, 1.2036], [2.9700, 0.2479, 2.2841], [3.6578, 1.2013, 1.0854], [3.8178, -0.6107, 0.8952], [2.8363, -1.9932, 4.4840], [3.8708, -3.0872, 5.3484], [3.6587, -1.3966, 5.9499], [6.2764, -2.0526, 2.8505], [4.5147, -2.4216, 2.4466], [5.5418, -3.3930, 3.5519], [-3.4173, -3.8606, 5.8616], [-2.6856, -4.8864, 5.0227], [-1.0516, -4.5075, 4.7100], [-0.5666, -3.3446, 3.8391], [-0.1947, -4.6933, 5.8344], [-3.3250, -4.9802, 3.4277], [-4.7150, -4.5340, 3.1482], [-2.7456, -5.8927, 2.4144], [-2.5917, -6.5275, 5.6486], [-3.7805, -7.1606, 6.1943], [-1.7058, -7.5099, 4.9670], [0.5157, -3.2736, 3.9481], [-1.0995, -2.4299, 4.0990], [-0.8755, -3.5058, 2.8063], [0.8236, -4.4589, 5.5242], [-0.2323, -5.7440, 6.1220], [-0.4892, -4.0928, 6.6950], [-4.8090, -4.3837, 2.0728], [-5.4975, -5.2183, 3.4762], [-4.8715, -3.5664, 3.6250], [-1.8692, -6.3078, 2.9122], [-3.2282, -6.8256, 2.1228], [-2.4797, -5.3036, 1.5368], [-3.5993, -7.4915, 7.2169], [-4.6054, -6.4667, 6.0325], [-4.0656, -8.0500, 5.6323], [-0.7820, -7.0927, 4.5663], [-2.1679, -8.0640, 4.1500], [-1.2903, -8.2171, 5.6849], [0.2777, 5.0366, -0.1345], [0.4093, 6.0942, -1.1582], [0.2162, 7.7904, -0.6936], [-0.2545, 8.1481, 0.6286], [0.5583, 8.9662, -1.5014], [-0.7819, 6.0215, -2.3619], [-2.1147, 5.5381, -2.1505], [-0.7335, 6.8149, -3.7138], [1.8406, 6.1102, -2.0652], [2.0267, 5.0214, -2.9998], [3.1590, 6.3526, -1.4107], [0.7133, 8.2025, 1.1273], [-0.9587, 7.4597, 1.0957], [-0.7473, 9.1192, 0.5833], [0.9605, 9.7045, -0.8076], [-0.3923, 9.2794, -1.9333], [1.2679, 8.7604, -2.3028], [-2.6713, 5.4064, -3.0783], [-2.0606, 4.5960, -1.6049], [-2.5916, 6.2010, -1.4286], [-1.5749, 6.5743, -4.3636], [-0.8299, 7.8817, -3.5119], [0.2694, 6.7974, -4.1403], [1.4307, 5.2794, -3.8751], [3.0733, 4.9842, -3.3019], [1.6971, 4.0600, -2.6059], [3.9563, 6.4971, -2.1399], [3.3923, 5.4585, -0.8326], [3.0674, 7.2148, -0.7502]],
  "forces_ev_per_a": [[1.24, -0.15, 1.65], [-0.04, -0.38, 0.61], [-0.79, 0.42, 0.09], [-1.82, 0.34, -1.48], [0.04, -0.78, 0.31], [0.40, 1.54, 0.23], [0.90, -0.27, -0.38], [0.09, -0.58, 0.17], [-0.08, 0.20, 0.21], [0.00, -0.15, 0.03], [0.39, -0.26, -0.11], [0.45, -0.08, -0.43], [-0.07, 0.14, -0.47], [-0.17, -0.12, 0.25], [-0.33, 0.10, -0.56], [0.63, 1.14, 1.02], [-1.98, -0.51, -0.15], [0.59, 0.01, 0.59], [-0.52, 0.21, -0.69], [2.18, -1.05, 0.59], [-2.00, -1.23, 0.58], [1.12, 0.71, -0.60], [0.68, 0.55, 0.23], [-0.50, 0.34, -0.49], [-0.12, 0.17, -0.35], [0.43, 0.21, -0.63], [-0.14, 0.02, 0.21], [0.20, 0.28, -0.15], [-0.72, -0.65, 0.02], [0.02, -0.28, -0.07], [-0.21, 0.72, -0.72], [-0.92, -0.59, -0.18], [0.44, 0.01, 1.22], [1.28, 1.60, -0.23], [-1.29, -0.04, -0.44], [-1.12, -2.55, 0.32], [0.75, -0.09, 1.01], [-0.45, 0.09, 0.23], [0.15, -0.18, 0.02], [0.35, -0.23, -0.57], [-0.17, 0.38, -0.35], [0.74, 0.51, 0.32], [0.37, 0.32, -0.30], [0.34, 0.03, -0.09], [-0.25, -0.23, -0.14], [-0.56, -0.06, 0.54], [0.14, -0.09, 0.84], [-0.85, -0.03, -0.36], [2.36, -1.55, -1.07], [-0.01, 1.88, -0.91], [-0.15, -0.49, 0.32], [1.28, 1.39, 0.08], [-0.80, 0.15, 0.22], [0.11, -0.51, 0.60], [-0.08, -0.29, -0.07], [-0.29, -0.09, -0.16], [-0.16, -0.03, 0.38], [-0.28, 0.02, 0.01], [0.25, -0.43, -0.42], [-0.71, 0.11, -0.35], [0.06, 1.14, -0.09], [0.47, 0.24, 0.87], [-1.34, -0.80, -0.09], [-0.23, 0.66, -0.16], [0.20, -1.77, -0.07], [0.11, 0.38, 0.57], [-0.16, -0.18, -0.49], [-0.10, 0.06, 0.21], [-0.18, 0.08, -0.09], [-0.62, 0.05, -0.13], [0.96, -0.18, 0.12], [0.21, -0.20, -0.41], [0.03, 0.31, -0.03], [-0.04, 0.34, -0.46], [0.69, -0.15, 0.11], [0.21, -1.90, -0.06], [-0.23, 0.29, -0.14], [-0.14, 0.04, -0.22], [-1.78, -2.16, 0.51], [0.94, 0.92, 0.39], [0.16, 0.67, -0.13], [0.30, 1.22, -0.20], [0.49, 0.62, -0.13], [-0.17, 0.09, -0.41], [-0.02, 0.03, -0.30], [0.14, 0.07, 0.07], [-0.46, -0.17, 0.57], [0.51, -0.16, 0.33], [0.25, 0.43, -0.14], [-0.21, 0.19, -0.13], [-0.56, 0.68, -0.30], [-3.22, 0.60, 0.53], [4.11, -1.74, -0.20], [-0.12, -0.14, -0.11], [-0.75, 0.84, 0.53], [-1.57, -0.37, 0.82], [0.94, 1.65, -1.06], [-0.15, -0.19, 0.74], [2.84, -0.14, 0.40], [-2.07, -0.23, 0.34], [-0.30, 0.14, -0.41], [-0.22, 0.51, 0.11], [0.34, -0.49, -0.39], [-0.36, 0.00, -0.13], [0.49, -0.01, 0.21], [-0.38, 0.06, -0.48], [-0.30, -0.59, 0.08], [-0.20, -0.25, 0.37], [0.13, -0.20, 0.02], [-0.19, 0.24, -0.02], [-0.24, -0.03, -0.08], [0.32, -0.33, -0.24], [0.33, -0.13, -0.35], [0.29, 0.69, -0.31], [0.33, -0.36, -0.39], [0.57, 0.04, 0.17], [-0.17, 0.02, -0.12], [0.09, -0.16, 0.30], [0.03, 0.18, -0.03], [-0.16, 0.02, 1.88], [0.55, 0.70, 0.84], [-1.09, 0.32, -0.82], [0.41, 0.12, -1.37], [-0.02, 0.35, -0.15], [-0.01, 1.20, -1.60], [1.98, 1.04, -0.26], [-1.20, 0.22, -0.01], [-0.35, -1.97, 1.02], [0.41, 0.16, -0.68], [-0.14, -0.93, -1.02], [0.33, 0.35, 0.11], [-0.23, -0.21, 0.21], [-0.63, 0.24, 0.44], [0.57, -0.17, 0.36], [-0.39, -0.13, -0.59], [0.21, -0.46, 0.47], [-1.01, 0.29, -0.06], [0.11, -0.68, 0.77], [-0.23, -0.01, -0.48], [-0.11, -0.12, 0.51], [0.44, -0.35, -0.13], [0.41, -0.07, -0.32], [-0.43, -0.49, -0.25], [0.72, 0.16, 0.30], [0.06, 0.34, 0.37], [0.46, -0.30, 0.62], [-0.12, 0.39, 0.05], [-0.55, -0.14, -0.24], [-0.41, 0.43, 0.46], [0.03, 2.58, 0.92], [-2.50, 2.63, -1.41], [1.10, -1.22, 0.34], [0.00, -1.17, -0.24], [0.70, -1.06, -0.29], [1.23, -0.43, 0.47], [0.91, 0.18, -0.20], [0.16, -2.39, -2.11], [0.26, -0.80, 0.71], [-1.04, 0.26, 1.06], [-0.10, 0.26, 0.45], [-0.11, -0.44, -0.53], [0.05, 0.87, 0.16], [0.16, 0.67, -0.58], [0.60, -0.19, -0.08], [-0.27, -0.72, 0.92], [0.02, 0.20, 0.08], [-0.23, 0.31, 0.30], [-0.12, -0.06, -0.26], [0.16, -0.43, -0.42], [0.21, 0.57, -0.14], [-0.15, -0.56, 0.18], [-0.20, 0.39, 0.24], [-0.79, -0.20, -0.04], [0.05, 0.04, -0.29], [0.09, 0.71, 0.71], [0.25, -0.26, -0.32], [-0.07, -0.01, -0.09], [0.12, -1.51, -0.19], [1.17, 1.95, -0.47], [-0.98, -0.82, 0.29], [-1.54, 0.26, -0.15], [-0.84, 0.76, -1.25], [2.34, -0.07, 1.84], [-2.49, -0.60, 0.54], [0.72, 1.44, 0.02], [-0.49, 1.37, 1.82], [0.44, 0.99, -0.80], [0.54, -0.44, -0.54], [0.38, -0.46, -0.35], [0.72, 0.31, 0.08], [0.26, -0.07, 0.53], [0.04, -0.85, 0.17], [-0.12, -0.29, 0.10], [0.37, 0.03, -0.02], [-0.63, -0.10, -0.12], [-0.23, -0.55, 0.64], [1.03, 0.18, -0.31], [0.08, -0.60, 0.20], [-0.43, -0.30, -0.96], [-0.34, -0.04, -0.13], [-0.39, 0.09, 0.07], [0.53, 0.11, 0.10], [-0.12, -0.21, -0.03], [-0.28, 0.14, -0.72], [0.34, -0.38, -0.70], [-0.43, -0.17, 0.30], [0.73, -2.11, -1.14], [-0.35, 0.31, -1.00], [-0.39, 0.49, -1.27], [-2.16, -1.24, 0.49], [0.47, -0.59, 0.71], [-1.05, -0.24, 0.32], [1.09, 0.34, 0.46], [0.96, 0.35, 1.39], [1.28, 1.03, -1.38], [-0.12, 0.39, -0.49], [0.61, 0.38, 0.54], [-0.27, 0.08, -0.01], [0.39, 0.32, 0.44], [0.28, -0.32, -0.07], [0.08, -0.03, 0.31], [0.21, 0.08, 0.30], [0.21, 0.19, 0.20], [0.03, -0.05, -0.12], [0.03, -0.25, 0.03], [0.00, -0.41, 0.12], [0.42, 0.52, -0.71], [-1.15, 0.27, 0.11], [0.07, -0.25, -0.04], [-0.38, 0.35, 0.18], [-0.22, -0.04, 0.85], [0.20, -0.13, -0.28], [-0.29, 0.59, -0.14], [-0.37, -0.01, 0.10], [-0.50, -0.26, 0.34], [-0.27, 0.62, 0.17], [-0.71, 3.10, -1.90], [0.45, -2.89, -0.62], [0.99, 0.01, -0.07], [-0.52, -1.04, 0.27], [1.12, -0.02, -3.41], [0.21, -0.53, 1.86], [0.87, 0.53, 2.60], [0.74, 0.51, 0.57], [-0.86, 0.13, -0.74], [-1.41, 0.00, 0.64], [-0.58, 0.44, 1.49], [0.31, -0.27, -0.15], [0.08, 0.06, 0.09], [0.09, 0.30, -0.29], [0.19, 0.76, -0.18], [0.00, -0.14, 0.16], [0.07, 0.12, 0.21], [-0.11, -0.37, -0.22], [-0.86, 0.29, -0.30], [0.51, -0.62, 0.02], [-0.38, 0.16, 0.24], [-0.28, -0.66, -0.38], [0.16, -0.53, -0.24], [-0.18, -0.06, 0.02], [0.16, -0.23, 0.06], [-0.29, 0.23, -0.14], [0.31, 0.07, 0.20], [0.24, -0.01, 0.06]],
  "lowdin_charge": [-0.170, -0.189, -0.218, 0.682, -0.362, -0.332, -0.169, 0.104, 0.081, 0.111, 0.115, 0.097, 0.108, 0.076, 0.061, -0.193, -0.247, -0.210, 0.736, -0.361, -0.364, -0.191, 0.107, 0.097, 0.115, 0.097, 0.110, 0.101, 0.082, 0.040, -0.244, -0.237, -0.214, 0.743, -0.350, -0.356, -0.209, 0.105, 0.100, 0.092, 0.120, 0.095, 0.111, 0.092, 0.094, -0.207, -0.224, -0.178, 0.718, -0.335, -0.343, -0.216, 0.099, 0.095, 0.119, 0.108, 0.108, 0.069, 0.104, 0.069, -0.215, -0.199, -0.200, 0.686, -0.346, -0.336, -0.218, 0.109, 0.113, 0.096, 0.107, 0.093, 0.094, 0.099, 0.104, -0.188, -0.186, -0.218, 0.687, -0.340, -0.327, -0.194, 0.102, 0.075, 0.080, 0.092, 0.083, 0.095, 0.097, 0.092, -0.287, 0.593, -0.309, -0.128, -0.175, -0.305, -0.052, -0.114, -0.321, -0.084, -0.119, 0.077, 0.077, 0.080, 0.079, 0.072, 0.080, 0.082, 0.072, 0.064, 0.077, 0.084, 0.074, 0.076, 0.075, 0.076, 0.067, 0.069, 0.086, -0.310, 0.671, -0.299, -0.138, -0.133, -0.286, -0.085, -0.156, -0.303, -0.134, -0.113, 0.076, 0.068, 0.080, 0.052, 0.072, 0.086, 0.085, 0.058, 0.061, 0.069, 0.067, 0.064, 0.082, 0.084, 0.084, 0.067, 0.068, 0.075, -0.289, 0.653, -0.312, -0.122, -0.106, -0.300, -0.123, -0.106, -0.298, -0.099, -0.154, 0.066, 0.090, 0.072, 0.066, 0.071, 0.091, 0.079, 0.044, 0.083, 0.065, 0.075, 0.079, 0.070, 0.049, 0.086, 0.066, 0.082, 0.049, -0.315, 0.620, -0.303, -0.101, -0.114, -0.288, -0.055, -0.127, -0.309, -0.072, -0.153, 0.087, 0.065, 0.059, 0.086, 0.050, 0.072, 0.061, 0.069, 0.062, 0.078, 0.070, 0.062, 0.061, 0.079, 0.081, 0.062, 0.064, 0.094, -0.317, 0.638, -0.291, -0.046, -0.150, -0.272, -0.108, -0.119, -0.289, -0.120, -0.140, 0.055, 0.080, 0.044, 0.074, 0.063, 0.089, 0.057, 0.081, 0.032, 0.023, 0.087, 0.051, 0.083, 0.074, 0.075, 0.064, 0.076, 0.083, -0.275, 0.606, -0.325, -0.126, -0.118, -0.279, -0.138, -0.039, -0.291, -0.133, -0.080, 0.081, 0.077, 0.078, 0.079, 0.071, 0.076, 0.082, 0.059, 0.077, 0.077, 0.048, 0.061, 0.048, 0.073, 0.081, 0.088, 0.056, 0.084]
}